1.
# C10H21F2NO6Si2

C10H21F2NO6Si2 as an isolated structure (wB97M-V/def2-TZVPD, the Open Molecules 2025 dataset).

Results
Kohn-Sham gap (Eh): 0.4087
E_LUMO (eV): 0.5914

Each line ends with the Löwdin charge.
Atoms and positions in Å:
C  2.7526  -3.1201  2.6104  -0.079
C  2.7778  -1.7078  2.0567  -0.435
C  3.6781  -1.6272  0.8429  -0.081
C  1.3463  -1.3558  1.5878  -0.269
C  0.9028  0.0654  2.0191  -0.299
Si  -0.4176  0.7240  0.8383  0.571
O  -1.9636  0.8477  1.5032  -0.391
Si  -2.6067  -0.5054  2.1770  0.566
N  -3.6146  -1.3856  0.9668  0.033
C  -4.9076  -1.6916  1.5028  -0.572
O  -5.9240  -1.2065  1.1044  0.195
F  -4.8850  -2.5527  2.4975  0.157
C  -3.0659  -2.5947  0.4727  -0.558
O  -3.6240  -3.2975  -0.3131  0.185
F  -1.8619  -2.9089  0.9132  0.116
H  3.7332  -3.5669  2.6560  0.073
H  2.3243  -3.1300  3.6020  0.076
H  2.1028  -3.7285  2.0029  0.076
H  3.0426  -0.9741  2.8032  0.124
H  3.5907  -0.6435  0.4025  0.077
H  4.7192  -1.7732  1.0917  0.075
H  3.3633  -2.3552  0.1132  0.082
H  1.2499  -1.4607  0.5181  0.080
H  0.6528  -2.0384  2.0577  0.080
H  0.5570  -0.0169  3.0383  0.066
H  1.7388  0.7525  1.9831  0.067
H  -0.4745  -0.1636  -0.3464  -0.003
H  0.0424  2.0359  0.3405  -0.027
H  -1.5920  -1.3456  2.8162  0.008
H  -3.5458  -0.0539  3.2181  0.012
C  0.3769  5.1195  -2.4226  -0.039
O  -0.0817  4.7126  -3.7124  0.008
C  -0.0080  3.4022  -3.9271  -0.633
O  0.3980  2.5831  -3.1489  0.117
O  -0.4628  3.1574  -5.1521  0.008
C  -0.4424  1.7770  -5.5186  -0.039
H  0.2636  6.1984  -2.3791  0.093
H  -0.2250  4.6635  -1.6390  0.093
H  1.4258  4.8630  -2.2889  0.097
H  -1.0756  1.1933  -4.8536  0.098
H  0.5746  1.3907  -5.5054  0.097
H  -0.8348  1.7184  -6.5291  0.093

---

2.
# O4PRb4

O4PRb4 as an isolated structure (wB97M-V/def2-TZVPD, the Open Molecules 2025 dataset).

Results
Total charge: +1
Kohn-Sham gap (Eh): 0.1826
E_LUMO (eV): -3.6040
Energy above the lowest of the compared OMol25 structures with the same formula, charge and spin (kcal/mol): 20.29

Each line ends with the Löwdin charge.
Atoms and positions in Å:
Rb  1.7644  2.2479  0.4280  0.948
Rb  2.0138  -1.4113  2.3041  0.930
Rb  -0.3902  2.5009  -2.9586  0.989
Rb  -1.4537  -2.9813  1.9264  0.953
P  -0.3887  -0.0933  -0.3472  -0.250
O  -0.0285  0.1818  1.1865  -0.766
O  -1.2076  -1.3743  -0.3764  -0.560
O  0.9498  -0.0741  -1.1629  -0.592
O  -1.2592  1.0037  -0.9998  -0.651

---

3.
# C6H5ClNO3P

A 2-piece molecular cluster, C6H5ClNO3P overall (wB97M-V/def2-TZVPD, the Open Molecules 2025 dataset).

Results
Kohn-Sham gap (alpha / beta) (Eh): 0.2299 / 0.2299
E_LUMO (alpha / beta) (eV): -3.1173 / -3.1179
Energy above the lowest of the compared OMol25 structures with the same formula, charge and spin (kcal/mol): 0.00

Each line ends with the Löwdin charge.
Atoms and positions in Å:
C  1.1974  0.0525  -0.0063  -0.124
C  0.4213  0.0440  -1.1358  -0.085
C  0.6124  0.1276  1.2444  -0.100
C  -1.0000  0.2568  -1.0844  -0.092
C  -0.7405  0.1520  1.3621  -0.078
C  -1.4887  0.2614  0.1753  -0.310
N  -3.8369  -3.0551  -0.2007  0.300
O  -3.2886  -3.1321  -1.1634  0.238
O  -3.6870  -1.1593  0.5152  -0.433
O  -3.6950  1.0260  1.8691  -0.328
P  -3.3015  0.3751  0.6140  0.133
Cl  -4.1307  1.1825  -1.0363  0.373
H  2.3588  0.1343  0.0475  0.139
H  1.0607  -0.2483  -2.0667  0.130
H  1.2634  0.2850  2.0470  0.089
H  -1.7690  0.0837  -1.7754  0.057
H  -1.1720  0.3895  2.2889  0.092

---

4.
# CH2ClNO

An isolated molecule of CH2ClNO (wB97M-V/def2-TZVPD, the Open Molecules 2025 dataset).

Results
Kohn-Sham gap (alpha / beta) (Eh): 0.3333 / 0.2751
E_LUMO (alpha / beta) (eV): 0.1682 / -0.4749
Energy above the lowest of the compared OMol25 structures with the same formula, charge and spin (kcal/mol): 144.20

Each line ends with the Löwdin charge.
Atoms and positions in Å:
C  -0.7149  0.5375  0.6622  0.018
N  0.4971  -1.0824  -1.0236  -0.508
O  0.2089  0.0029  -0.1198  -0.306
Cl  2.0434  -0.9427  -1.3378  0.630
H  -1.6839  -0.0139  0.8883  0.102
H  -0.3506  1.4985  0.9306  0.063

---

5.
# C6H10

An isolated molecule of C6H10 (wB97M-V/def2-TZVPD, the Open Molecules 2025 dataset).

Results
Kohn-Sham gap (Eh): 0.3948
E_LUMO (eV): 1.2225
SMILES: C[C@H]1C[C@H]2C[C@H]21
Energy above the lowest of the compared OMol25 structures with the same formula, charge and spin (kcal/mol): 35.16

Each line ends with the Löwdin charge.
Atoms and positions in Å:
C  -1.1554  -0.7043  1.4987  -0.063
C  -0.5326  0.3176  0.5469  -0.327
C  0.9792  0.6873  0.5095  -0.108
C  0.8727  0.7846  -1.0200  -0.224
C  0.6870  -0.5910  -1.5609  -0.094
C  -0.4987  0.1252  -0.9691  -0.202
H  -1.6228  -0.1987  2.3522  0.068
H  -1.9469  -1.2612  0.9841  0.073
H  -0.4390  -1.4297  1.8976  0.070
H  -1.0593  1.2692  0.6873  0.133
H  1.2458  1.6031  1.0419  0.103
H  1.6595  -0.1130  0.8300  0.108
H  1.1770  1.6393  -1.6159  0.128
H  1.1902  -1.4363  -1.0925  0.104
H  0.6277  -0.6582  -2.6458  0.103
H  -1.3653  0.3029  -1.5998  0.128